DFT (wB97M-V/def2-TZVPD) results for one molecule with the formula C5H10O.

The SMILES is CC1(O)CCC1. As for the gap between HOMO and LUMO: 10.999 eV. The value obtained for the energy above the lowest of the compared OMol25 structures with the same formula, charge and spin is 109.7 kJ/mol. The LUMO energy comes out at 1.05 eV.

```
16
Properties=species:S:1:pos:R:3:mulliken_charge:R:1
C 1.46 0.35 -0.56 -1.547
C 0.37 -0.43 0.13 1.219
O 1.01 -1.64 0.51 -0.543
C -0.87 -0.41 -0.83 -0.883
C -1.53 0.61 0.11 -0.489
C -0.52 0.24 1.21 -0.898
H 1.19 1.39 -0.74 0.324
H 1.63 -0.15 -1.52 0.369
H 2.40 0.22 0.03 0.422
H 1.94 -1.36 0.58 0.288
H -0.69 -0.05 -1.86 0.307
H -1.37 -1.38 -0.89 0.314
H -2.59 0.44 0.33 0.300
H -1.41 1.65 -0.22 0.237
H -0.93 -0.53 1.88 0.278
H -0.08 1.04 1.82 0.302
```